1.
49
Properties=species:S:1:pos:R:3:lowdin_charge:R:1 method="wB97M-V/def2-TZVPD" e_above_lowest_ev=1.1749 e_homo_ev="-10.1 / -10.5" total_energy_ev=-63452.1575 charge=+1 multiplicity=5 homo_lumo_gap_ev="6.01 / 6.17"
O 0.98 2.04 1.59 -0.05
H 0.41 2.42 2.29 0.07
H 1.74 3.11 -3.66 0.09
H -4.29 1.00 2.92 0.13
C 2.08 2.46 -2.85 0.00
C 2.15 -1.62 0.62 -0.10
H 0.60 -2.24 -0.95 0.01
H -4.06 0.07 -1.94 0.01
C 2.91 -2.44 1.46 -0.01
H -1.95 3.50 -3.01 0.09
C 2.54 -2.56 2.79 -0.02
H -4.16 -1.11 -2.71 0.06
H 3.78 -2.98 1.04 0.13
N -1.28 0.08 1.49 0.02
O -2.28 1.81 -1.06 -0.09
H 2.30 -1.71 -0.46 0.12
H 1.05 -2.01 4.26 0.12
N 1.26 1.04 -1.05 -0.14
H 2.68 1.67 -3.29 0.10
H 2.72 3.09 -2.23 0.10
C -2.51 0.63 1.69 -0.06
H -0.16 -1.10 -2.16 0.05
C -0.14 -1.41 -1.09 -0.18
H -1.20 -1.82 -0.91 0.06
C 0.61 -1.09 2.35 -0.15
H -0.85 2.85 -4.26 0.10
Mn -0.10 0.14 -0.10 0.78
N -1.09 1.46 -1.28 -0.15
H -0.94 -1.27 4.63 0.12
H 2.85 0.44 -0.15 0.08
C -0.92 3.16 -3.20 -0.01
C -0.71 -0.53 2.61 -0.18
H -2.92 1.12 0.83 0.09
C 0.97 1.87 -2.09 -0.26
O 2.64 0.94 -0.95 -0.04
N 1.05 -0.91 1.05 -0.02
O -4.62 -0.22 -2.68 -0.09
H -3.24 -0.21 4.88 0.12
H 1.25 -5.04 -2.02 0.05
C 1.38 -1.90 3.22 0.03
C -0.37 2.16 -2.24 -0.24
C -1.41 -0.68 3.82 0.02
O 1.23 -4.13 -2.34 -0.06
H 1.46 2.78 1.19 0.07
H 1.67 -4.18 -3.20 0.05
H 3.17 -3.14 3.48 0.13
C -3.27 0.56 2.86 -0.01
H -0.28 4.05 -3.14 0.09
C -2.69 -0.11 3.95 -0.02



2.
52
Properties=species:S:1:pos:R:3:lowdin_charge:R:1 method="wB97M-V/def2-TZVPD" e_above_lowest_ev=0.0000 e_homo_ev="-8.2 / -8.7" total_energy_ev=-85577.6956 charge=0 multiplicity=1 homo_lumo_gap_ev="5.86 / 7.32"
N -0.77 -1.76 0.20 -0.12
H -0.17 -2.19 4.85 0.12
H 0.03 -4.83 -0.96 0.07
H 1.05 4.39 1.52 0.10
C -1.47 0.20 -2.04 -0.10
H -0.31 4.99 0.57 0.09
H -0.02 -1.84 -4.01 0.03
O -1.79 -2.04 0.96 -0.10
N 0.61 1.96 -0.32 -0.05
C 0.29 -0.07 5.02 -0.22
C -0.05 0.05 6.41 -0.16
C 0.45 -1.33 2.97 -0.12
H -2.01 -0.62 1.53 0.06
N -1.25 1.04 1.05 -0.07
C 1.10 -2.31 -1.08 -0.24
C 0.01 2.88 0.42 -0.25
H 2.18 -2.96 -2.80 0.09
C 0.51 4.27 0.57 0.00
H 2.16 1.31 -1.08 0.08
H -1.75 1.24 -2.23 0.00
H -2.47 2.53 2.83 0.08
C 1.12 0.84 2.94 -0.12
O 1.88 0.64 -3.83 -0.11
N 0.86 -0.28 2.28 0.07
H 0.34 -2.27 2.42 0.11
N 1.31 -0.97 -1.00 -0.13
O 1.86 2.22 -0.78 0.00
H 1.47 -0.27 -3.75 -0.01
C -0.62 -4.14 -0.41 -0.01
H 1.11 1.16 -3.58 0.02
O -2.04 0.36 1.91 -0.02
H 1.19 4.53 -0.24 0.09
H 3.04 -3.21 -1.24 0.10
H 1.69 -4.27 -1.70 0.07
C 0.83 1.00 4.31 0.00
H -1.61 -4.16 -0.89 0.10
N -0.31 0.14 7.55 0.16
O 2.41 -0.43 -1.29 -0.03
O 0.24 -1.30 -3.26 -0.20
H -0.73 -4.50 0.62 0.09
H -0.88 -0.34 -2.87 0.00
H -2.55 3.85 1.64 0.10
C -1.87 3.18 2.18 0.00
H 1.55 1.66 2.35 0.12
C 2.06 -3.24 -1.74 0.00
H -2.38 -0.35 -1.77 0.01
C -1.08 2.34 1.22 -0.25
C -0.09 -2.75 -0.43 -0.24
C 0.16 -1.29 4.35 0.01
H -1.22 3.80 2.80 0.09
H 1.05 1.96 4.78 0.12
Zn -0.29 0.18 -0.50 0.58



3.
44
Properties=species:S:1:pos:R:3:lowdin_charge:R:1 method="wB97M-V/def2-TZVPD" e_above_lowest_ev=0.0872 e_homo_ev=-9.5 smiles=COC(C[C@H](O)C[C@H](O)COCc1ccccc1)OC total_energy_ev=-26180.8209 charge=0 multiplicity=1 homo_lumo_gap_ev=10.23
H 1.89 -0.46 -1.19 0.13
H 6.65 0.63 -1.81 0.10
H 5.45 -1.42 -1.18 0.11
H -0.55 -0.98 -1.48 0.15
H 0.04 1.12 -0.39 0.13
H 4.14 2.91 0.79 0.10
H -4.32 1.38 0.83 0.16
H 2.95 0.84 1.44 0.12
H -4.61 -1.53 -1.23 0.10
H 0.36 0.29 1.14 0.12
H -1.52 2.43 1.15 0.10
C -2.69 0.74 -0.45 -0.05
H -6.73 0.27 -0.28 0.09
H -0.19 -2.26 0.97 0.11
H -6.44 2.02 -0.12 0.09
H 3.64 -1.94 1.61 0.14
C -6.31 1.15 -0.78 -0.09
H 6.00 2.80 -0.83 0.10
H -2.52 -0.01 -1.22 0.12
C 5.84 0.68 -1.10 -0.08
H 1.56 -2.21 -1.28 0.14
H -2.06 -0.32 1.31 0.15
H -6.82 1.32 -1.72 0.09
O -1.78 1.62 1.62 -0.02
H -2.54 1.73 -0.90 0.14
C 3.76 0.81 0.73 -0.04
C -4.14 0.66 0.02 -0.41
C 5.47 1.90 -0.55 -0.09
C -0.08 -1.03 -0.50 -0.36
O -4.49 -0.57 0.60 -0.12
O 1.98 -1.49 0.60 -0.15
C -0.28 0.30 0.25 -0.09
H 3.64 -2.50 -0.08 0.13
C 3.37 -1.67 0.58 -0.16
O -0.70 -2.10 0.16 -0.02
O -4.95 0.96 -1.10 -0.13
C 5.16 -0.47 -0.74 -0.04
C -1.72 0.54 0.72 -0.38
H -3.23 -2.03 -0.20 0.07
H -4.89 -2.50 0.23 0.09
C 4.12 -0.42 0.18 -0.22
C -4.28 -1.72 -0.21 -0.07
C 1.42 -1.30 -0.68 -0.16
C 4.43 1.96 0.36 -0.08



4.
53
Properties=species:S:1:pos:R:3:lowdin_charge:R:1 method="wB97M-V/def2-TZVPD" e_homo_ev="-4.1 / -3.9" total_energy_ev=-44634.0424 charge=-1 multiplicity=2 homo_lumo_gap_ev="6.44 / 5.20"
H -0.13 3.72 5.15 0.12
C -1.51 -0.70 -3.63 -0.56
H 5.73 2.25 -1.08 0.10
H 3.69 1.95 0.69 0.13
H 0.89 0.99 5.90 0.12
H 3.51 2.96 -0.77 0.14
F -0.87 3.19 -0.42 -0.49
C -1.44 -4.44 0.25 -0.21
H 4.23 1.28 -3.09 0.12
O 3.06 0.28 -1.91 0.02
H 1.42 -2.99 -0.28 0.12
C 5.00 1.44 -1.04 -0.14
N -3.94 2.14 0.97 -0.60
H -2.30 -4.66 -0.39 0.13
C -2.14 0.12 -4.87 -0.08
H -3.00 0.72 -4.56 0.06
Ag -0.95 0.99 -0.36 1.02
C 0.86 1.90 5.29 -0.17
H 5.10 -0.24 -2.54 0.12
H -0.83 2.64 6.52 0.12
H -1.60 1.21 4.77 0.13
H -2.37 -2.38 -2.48 0.05
H -0.15 -4.75 -1.47 0.12
C -0.15 -4.47 -0.42 -0.17
C -1.29 2.20 4.44 -0.07
C -0.26 1.78 3.37 -0.45
O -3.63 3.29 1.41 -0.10
H 0.40 -2.67 -1.64 0.12
H -2.18 2.82 4.27 0.13
H -0.54 -1.10 -3.94 0.08
H -1.34 0.80 -5.18 0.05
O -1.46 -3.20 0.82 0.09
O -3.04 1.36 0.51 -0.14
O -5.13 2.03 0.87 -0.03
H 0.44 -5.15 0.20 0.12
H -2.43 -0.42 -5.77 0.05
H -1.55 -5.17 1.05 0.13
H -1.92 -2.86 -4.05 0.04
H 5.57 0.81 -0.35 0.10
C -2.38 -2.03 -3.52 -0.08
H 1.75 2.47 5.57 0.12
O -0.64 -1.16 0.69 0.01
C 0.38 -3.05 -0.62 -0.03
C -0.58 -2.38 0.36 -0.42
C 3.74 1.96 -0.40 -0.10
C 2.64 1.05 -0.86 -0.43
C -0.40 2.73 5.53 -0.17
C 4.41 0.57 -2.29 -0.11
O 1.53 1.00 -0.34 0.07
O -0.44 1.64 2.15 0.06
O -1.31 -0.07 -2.40 -0.33
O 0.87 1.47 3.93 0.05
H -3.33 -1.88 -4.04 0.05



5.
63
Properties=species:S:1:pos:R:3:lowdin_charge:R:1 method="wB97M-V/def2-TZVPD" e_homo_ev=-10.8 total_energy_ev=-200800.6486 charge=+1 multiplicity=1 homo_lumo_gap_ev=2.41
C 3.52 2.56 -0.54 -0.06
Cl -5.94 0.59 -1.73 0.59
O -4.68 -2.65 -5.21 0.09
H -2.75 -2.99 -4.61 0.14
H 0.55 -1.51 4.74 0.08
O -6.48 -3.03 -3.89 0.18
O -7.11 0.05 -2.32 -0.32
H -3.63 -3.29 -7.52 0.09
O -5.04 1.06 -2.73 -0.25
C 0.98 -1.09 3.79 -0.12
O 7.29 2.99 3.30 -0.15
H -2.06 -3.25 4.92 -0.02
O -3.55 0.69 3.68 -0.36
C 4.61 3.37 -0.82 -0.20
H 8.96 3.32 4.47 0.08
C 3.62 1.61 0.46 -0.27
H -1.00 -4.22 4.42 0.02
C -2.87 -3.12 -6.75 -0.02
C -3.45 -3.35 -5.37 -0.35
C 4.80 1.45 1.17 0.05
H 9.21 3.42 2.71 0.08
H 2.08 -0.96 4.00 0.06
H 0.09 0.36 2.30 0.05
Cl 1.70 1.56 3.60 0.58
H 6.65 3.85 -0.34 0.12
C 5.80 3.22 -0.12 -0.05
C 0.37 0.30 3.38 -0.69
O -2.77 -1.34 4.72 -0.39
O -2.14 3.29 -2.33 -0.08
H -2.02 -3.78 -6.94 0.09
Mg 3.94 3.90 -3.11 1.11
Br -7.45 0.36 0.46 0.84
H 6.82 2.13 1.42 0.10
O -1.63 -4.09 5.13 -0.07
C -0.86 0.59 4.33 -0.23
O -2.20 -0.90 2.38 -0.57
C -0.69 0.07 -1.19 -1.50
H 8.37 4.74 3.57 0.08
H -0.66 0.16 5.34 0.11
H 6.70 3.21 4.03 0.09
H 2.58 2.67 -1.08 0.03
Cl -0.18 -1.20 -0.08 0.59
H 4.86 0.70 1.95 0.14
H -0.99 1.69 4.44 0.11
H -4.26 -5.28 -5.99 0.14
C 8.53 3.66 3.53 -0.13
H -3.04 -5.37 -4.71 0.14
F 2.58 0.83 0.75 0.02
O -5.29 -0.41 -0.92 -0.50
H -1.51 0.62 -0.73 0.03
H -2.54 -2.09 -6.86 0.08
Cl -1.26 -0.62 -2.71 0.57
S -2.40 -0.22 3.74 0.50
O -6.33 1.74 -0.82 -0.44
C -3.85 -4.77 -5.11 -0.11
C -5.45 -3.40 -4.37 -0.54
H 0.85 -1.88 3.01 0.08
C 5.90 2.26 0.88 -0.03
Al -4.06 -1.52 1.90 0.90
Cl 0.65 1.20 -1.48 0.58
H 4.54 4.13 -1.59 -0.06
H -1.49 2.58 -2.39 -0.11
O -4.89 -4.62 -4.15 0.06



6.
49
Properties=species:S:1:pos:R:3:lowdin_charge:R:1 method="wB97M-V/def2-TZVPD" e_above_lowest_ev=0.3622 e_homo_ev="-17.4 / -17.4" total_energy_ev=-114696.2069 charge=+3 multiplicity=1 homo_lumo_gap_ev="6.30 / 6.29"
C -0.56 1.53 4.23 0.04
H 3.91 0.72 -2.87 0.07
H 3.30 -6.66 -0.77 0.04
C 3.23 1.54 -3.08 -0.15
H 3.46 1.98 -4.05 0.08
H 3.53 -6.59 2.86 0.05
H 0.19 2.95 -2.61 0.05
H -1.11 1.26 5.12 0.15
C 1.82 -3.98 0.38 -0.19
H 1.92 -1.39 -4.02 0.06
H 5.52 -4.33 1.99 0.06
H 2.26 -5.43 3.21 0.04
Si 3.37 -4.94 1.05 0.53
H 0.41 2.76 -4.36 0.08
H 0.23 -0.92 -4.38 0.06
C 4.66 -3.74 1.66 -0.20
C 4.00 -5.90 -0.42 -0.16
As 1.44 0.88 -3.16 1.15
C 0.00 2.77 4.08 0.06
H 1.00 -5.78 -0.49 0.13
C 0.84 -4.72 -0.33 0.00
C 0.81 2.20 1.93 -0.78
C 2.71 -6.02 2.42 -0.16
H 4.34 -3.15 2.53 0.02
H 4.25 -5.24 -1.25 0.04
H 5.02 -3.06 0.89 0.03
H 1.97 -6.73 2.06 0.04
C -0.39 0.63 3.19 -0.01
N 0.37 -2.07 0.05 -0.18
S 2.44 -1.33 1.29 0.75
C -0.53 -2.79 -0.64 -0.09
H -1.05 -4.73 -1.37 0.13
N 0.28 0.96 2.08 -0.15
H 1.57 -0.26 -5.35 0.08
H -1.41 -2.28 -0.99 0.13
C 0.15 2.25 -3.43 -0.16
N 0.67 3.08 2.95 0.14
C -0.31 -4.14 -0.84 0.00
C 1.49 -2.66 0.52 -0.64
O 1.09 0.19 -1.57 -0.67
H -0.84 1.81 -3.52 0.07
H 1.09 4.00 2.85 0.19
C 1.26 -0.59 -4.35 -0.16
H -0.06 3.55 4.83 0.17
H 4.91 -6.43 -0.13 0.05
S 1.62 2.46 0.48 0.72
H 3.31 2.31 -2.31 0.05
Mo 0.90 -0.01 0.26 1.27
H -0.79 -0.38 3.24 0.15